Density functional theory data (ωB97M-V/def2-TZVPD) for a cluster of 12 separate species, C56H138Cl2O37P4 in total in a non-equilibrium geometry.

```
237
Properties=species:S:1:pos:R:3:forces:R:3:lowdin_charge:R:1
C -7.197842 4.963570 -0.489569 0.4041 0.9890 0.5040 -0.115
O -6.532502 4.094190 -1.404139 -0.1865 0.4551 -1.7807 -0.241
P -6.454292 4.472020 -3.036729 2.9604 0.2115 -0.0683 0.568
O -5.045692 4.797080 -3.616809 -4.8986 -1.1843 1.7252 -0.288
O -7.132812 3.146050 -3.640189 3.3551 3.1923 -2.0478 -0.193
C -8.294952 2.625240 -3.217789 -1.8718 -2.1719 2.5301 -0.162
O -7.529452 5.661650 -3.182499 0.5761 0.5511 0.4354 -0.245
C -7.059072 7.037420 -2.859699 0.5317 -0.3651 -0.8651 -0.064
H -6.537062 5.790250 -0.228679 0.1964 0.1060 -0.0389 0.085
H -7.419372 4.495600 0.469611 0.1013 -0.6746 -0.3680 0.086
H -8.111762 5.427900 -0.860029 -0.0697 -0.4033 -0.3072 0.082
H -8.560532 3.125780 -2.286649 -0.6852 -0.2045 0.0602 0.090
H -8.039872 1.595660 -2.966749 -0.3931 -0.2477 0.2875 0.088
H -9.155942 2.524260 -3.878539 0.3472 0.8453 -0.6373 0.089
H -6.903742 7.564920 -3.800829 -0.1227 -0.1993 -0.0598 0.090
H -6.084832 7.018420 -2.371229 -0.1016 -0.2056 0.1143 0.078
H -7.754132 7.630900 -2.265759 -0.3538 -0.7284 0.0655 0.090
C 1.670618 -0.142370 -5.597749 0.0868 -0.4355 -0.2136 -0.108
O 2.686268 0.648830 -6.178699 0.1368 0.1361 -2.4525 -0.241
P 2.835418 0.739410 -7.831229 0.7892 -1.5187 3.0421 0.452
O 1.881408 1.616370 -8.467729 -0.7480 -0.1135 -0.8575 -0.202
O 2.929688 -0.834680 -8.343129 -1.6082 3.1364 -0.3817 -0.204
C 3.918998 -1.653460 -7.858259 2.4059 -0.8343 1.1520 -0.159
O 4.320508 1.224700 -7.763729 1.3612 -0.2472 -1.5762 -0.231
C 4.741398 2.521230 -7.360289 -1.3810 1.0074 1.0420 -0.078
H 1.366998 -0.951620 -6.261859 0.0715 -0.2030 -0.0164 0.074
H 0.762348 0.435310 -5.426139 0.1838 0.0614 0.5523 0.091
H 2.208938 -0.551370 -4.742749 -0.9363 -0.0940 0.4670 0.080
H 4.372008 -2.300480 -8.609419 -0.5589 0.0477 -0.4166 0.095
H 3.621258 -2.285370 -7.021519 -0.4974 0.0198 -0.0001 0.092
H 4.762318 -1.064170 -7.498189 0.0732 0.0681 0.1301 0.068
H 5.137528 2.434710 -6.348509 0.3608 0.0187 -0.2070 0.091
H 3.865018 3.163980 -7.277169 -0.2595 -0.0297 0.1537 0.085
H 5.367788 3.116950 -8.024259 0.4577 -1.0576 -0.3719 0.092
C -4.010132 -3.789940 7.099601 1.6076 -2.3449 0.9336 -0.174
O -4.059042 -2.783000 6.184751 0.2433 4.9123 -1.1597 -0.218
P -3.041742 -1.466760 6.367911 -1.8923 -0.1173 -0.3715 0.521
O -1.628642 -1.852260 6.448481 -0.2342 0.1818 0.4961 -0.231
O -3.688362 -0.580850 7.603101 1.6255 -0.8543 -0.2640 -0.214
C -3.017182 -0.633060 8.895651 -0.3112 -1.4990 0.7432 -0.101
O -3.420972 -0.543500 5.105191 -1.7467 -5.6439 1.9542 -0.214
C -2.653042 0.514310 4.780921 0.2032 2.9301 -0.5183 -0.159
H -3.459502 -3.592270 8.019291 0.0274 0.5086 0.1342 0.081
H -3.387152 -4.508060 6.566391 -0.2462 -0.9610 0.5653 0.095
H -4.958172 -4.228220 7.411391 -0.2778 0.3677 -0.5205 0.093
H -2.125392 -1.259680 8.908241 0.4939 0.5648 -0.7340 0.073
H -3.606322 -1.234900 9.587611 -0.7836 0.2054 -0.0947 0.075
H -2.843692 0.306810 9.419711 -0.0782 0.3294 -0.9360 0.090
H -3.089562 0.802890 3.824741 0.6148 0.6831 -0.0573 0.089
H -1.577192 0.360420 4.697501 -0.0311 -0.2794 0.1434 0.075
H -2.941202 1.215790 5.563861 0.8548 1.0761 -0.3822 0.081
C -7.207142 1.764690 5.979931 -0.9619 -2.7576 1.3928 -0.173
O -6.919302 2.993210 5.487281 1.8787 3.3692 -0.6128 -0.233
P -5.345072 3.473910 5.523921 -2.5419 0.3152 -0.8769 0.365
O -4.731332 3.025670 6.725181 1.8204 -1.0908 2.2505 -0.190
O -4.820052 2.888080 4.166381 -0.9631 0.3535 0.7182 -0.197
C -5.750932 2.967950 3.054801 2.1763 1.0324 -2.1453 -0.062
O -5.318792 5.062130 5.386071 -0.5155 -2.3662 -1.8927 -0.207
C -5.921052 5.933200 6.287011 0.2561 1.2761 0.8468 -0.117
H -7.933742 1.324370 5.297081 -0.0464 -0.3202 0.2609 0.097
H -7.579822 1.775860 7.004181 -0.7614 0.5901 0.0208 0.090
H -6.396952 1.064210 6.182471 0.6855 0.1416 -0.9659 0.085
H -5.249342 3.741570 2.473421 -0.0639 -0.0431 -0.6860 0.083
H -6.760402 3.375650 3.108201 -0.0423 -0.7947 1.1647 0.094
H -5.601172 2.047380 2.490691 -0.6972 -0.0659 0.2012 0.086
H -6.314762 5.532490 7.221101 0.3220 -0.6163 -0.0810 0.094
H -6.755652 6.460900 5.825441 0.2362 0.1541 -0.2273 0.090
H -5.056602 6.563070 6.496981 -0.6904 0.7685 0.5322 0.098
C 10.453518 -1.310440 -2.037089 0.0802 0.8791 -1.3561 -0.118
O 9.818218 -1.716640 -0.882859 -0.3915 -1.5549 0.9422 -0.169
C 8.441378 -1.415680 -0.710609 -0.2484 0.6884 -0.0034 -0.197
C 8.419128 -0.283150 0.294681 -1.6163 0.8973 1.1810 -0.133
O 7.028018 0.016600 0.659181 1.1110 -0.4650 -0.4520 -0.184
C 6.644448 0.618290 1.897241 -0.9504 0.8857 -1.1234 -0.150
C 5.595998 1.704110 1.443881 0.5572 -0.4923 1.4472 -0.156
O 5.170958 2.425350 2.606101 2.0138 -0.5181 -2.0198 -0.192
C 4.042648 2.025340 3.293981 -1.0729 2.2686 0.3611 -0.122
H 9.880318 -1.544510 -2.934169 -0.2144 0.0400 -0.1461 0.075
H 11.435358 -1.753100 -2.204859 -0.0750 -0.4884 0.6606 0.090
H 10.648518 -0.238060 -2.027919 -0.1583 0.3463 -0.0635 0.088
H 7.780268 -2.229680 -0.413229 0.7968 -0.6925 0.8263 0.115
H 7.894348 -1.174450 -1.622019 0.6274 0.7845 -0.4921 0.097
H 8.892528 0.599640 -0.135059 -0.0851 0.2130 -0.1989 0.124
H 8.966058 -0.475570 1.217681 0.1521 -0.5863 -0.1051 0.127
H 7.383868 1.155920 2.490821 0.6698 0.0349 -0.5262 0.122
H 6.245598 -0.118500 2.594491 -0.3963 -0.2107 -0.2177 0.122
H 4.779698 1.303710 0.842701 -0.3107 -0.3948 0.3241 0.118
H 6.090558 2.394780 0.760881 0.2547 0.1676 0.3171 0.107
H 4.308058 2.213820 4.334231 -0.3498 -1.2387 0.3775 0.097
H 3.486378 1.139370 2.987851 0.7075 -0.4372 0.2505 0.077
H 3.392608 2.880170 3.107361 -1.0669 -0.1445 0.0653 0.070
C -11.813432 0.408240 -4.558589 0.9956 -0.1844 0.2374 -0.079
O -10.933532 -0.378270 -3.702429 -2.1033 1.0628 -0.6746 -0.168
C -10.870902 0.224880 -2.437009 2.1655 -0.9244 0.9238 -0.216
C -10.089742 -0.777160 -1.511989 -1.8316 1.5504 -1.0862 -0.159
O -8.692592 -0.575700 -1.536539 -3.1844 -0.6622 -1.6557 -0.131
C -8.093952 -1.054630 -0.418499 3.1872 1.7443 0.7815 -0.199
C -6.801212 -0.150830 -0.524499 0.7686 -1.7228 1.7011 -0.130
O -6.133352 -0.218070 0.757271 0.6352 0.3560 -0.1984 -0.193
C -5.011262 -1.070910 0.904811 0.8194 -0.2557 -0.5798 -0.109
H -11.379062 1.396850 -4.707129 0.3939 0.0725 -0.3371 0.071
H -12.784872 0.657400 -4.131589 -0.2084 -0.6899 0.3363 0.082
H -11.916482 -0.117920 -5.507609 0.0007 0.0874 0.1660 0.090
H -11.789962 0.482080 -1.910449 -0.7173 -0.4279 -0.5558 0.121
H -10.333502 1.170560 -2.507819 0.2583 0.1870 0.0643 0.095
H -10.475552 -1.745230 -1.831499 0.6503 -0.4647 -0.0693 0.130
H -10.551332 -0.595280 -0.541449 0.6559 -0.0351 0.6167 0.116
H -7.784362 -2.098800 -0.374059 -0.1218 -0.3648 -0.6291 0.127
H -8.662072 -0.906090 0.499811 -0.0514 0.5511 0.1060 0.123
H -6.936212 0.877110 -0.860999 -0.7740 0.2291 0.8532 0.115
H -6.166832 -0.496590 -1.340659 0.1765 -0.6858 0.1048 0.101
H -4.171552 -0.919930 0.226441 -0.2001 0.7443 -0.8142 0.056
H -5.188672 -2.134950 0.748431 -0.7104 -0.1775 0.3413 0.087
H -4.479102 -0.927820 1.845261 -0.8333 0.1231 0.4902 0.085
C -1.079372 -0.292110 -8.772199 0.8826 0.6107 -0.3462 -0.102
O -1.230422 -0.839240 -7.448709 -1.0626 -0.6558 -1.7017 -0.190
C -2.177982 -1.924710 -7.492529 1.8038 -0.8530 0.9198 -0.216
C -3.608162 -1.554830 -7.300149 1.0436 -0.0581 -2.0517 -0.241
O -3.893892 -0.846360 -6.178099 -0.6814 0.8750 1.6879 -0.134
C -3.315112 0.451850 -5.971109 1.2262 -1.0277 2.0352 -0.144
C -3.828642 0.988460 -4.628259 -1.3634 0.2174 0.8935 -0.143
O -3.633872 0.241720 -3.353949 -0.1912 1.9172 -1.8054 -0.200
C -4.265642 -1.017110 -3.353259 1.3178 0.0186 -0.8953 -0.117
H -1.860262 -0.384820 -9.526999 -0.9692 -0.4307 0.7193 0.083
H -0.242932 -0.742280 -9.306809 0.4607 -0.1331 0.3759 0.082
H -0.894232 0.781120 -8.727409 0.2071 -0.0582 0.4023 0.083
H -1.909622 -2.680780 -6.754679 0.2935 0.5282 0.9713 0.123
H -2.019692 -2.589180 -8.341959 -0.2752 0.5519 -0.9260 0.125
H -4.063662 -2.545090 -7.297179 -0.8414 0.2693 0.1950 0.137
H -3.879172 -0.998990 -8.197749 -0.6373 0.1154 -0.2915 0.125
H -3.515312 1.127100 -6.803009 -0.0182 0.1468 0.0701 0.140
H -2.253712 0.361880 -5.739939 0.2868 -0.1670 -0.9899 0.116
H -4.881242 1.179040 -4.837569 -0.6293 -0.3001 0.7493 0.111
H -3.453102 1.975360 -4.357869 0.4734 -0.0707 -0.5030 0.119
H -4.168182 -1.403250 -2.338619 -0.3934 -0.1287 -0.1123 0.078
H -3.633352 -1.553550 -4.060749 -0.5662 -1.1095 0.3245 0.079
H -5.268022 -0.950820 -3.776289 -0.2942 -0.1939 0.3965 0.093
C 5.319908 -2.136240 9.567691 0.6124 -0.8153 -0.4504 -0.042
O 5.772308 -3.549690 9.539791 -0.0888 2.5656 1.5847 -0.143
C 5.252098 -4.243520 8.513631 -2.3498 -1.9009 -1.7881 -0.294
C 5.467578 -3.734340 7.093821 0.1333 -1.5445 0.4924 -0.207
O 4.490818 -2.835770 6.682751 0.1078 1.9064 1.1609 -0.144
C 3.242938 -3.376170 6.299021 0.2057 0.5744 -1.6872 -0.168
C 2.201188 -2.280160 6.078501 0.0402 0.3871 0.1672 -0.197
O 2.511608 -1.445660 4.963001 -0.3429 0.9688 0.4403 -0.169
C 1.497928 -0.418110 4.783011 -0.3490 -1.5880 0.0728 -0.089
H 5.721938 -1.730890 10.496211 0.2937 0.1697 -0.4888 0.088
H 4.265378 -1.865310 9.516071 -0.7077 -1.2915 0.5619 0.082
H 5.583978 -1.666080 8.620421 1.0620 0.2934 0.3091 0.077
H 4.177498 -4.397830 8.611271 -0.9435 0.9679 0.1615 0.110
H 5.385048 -5.323770 8.572721 1.7103 -0.1006 0.2582 0.127
H 5.445558 -4.598720 6.430141 -0.0129 -0.3693 -0.2163 0.117
H 6.497758 -3.381620 7.044651 -0.1995 0.8627 -0.3390 0.135
H 2.780538 -4.118330 6.949781 0.3982 -0.1350 0.3034 0.124
H 3.559238 -3.789090 5.341131 -1.0620 -0.7607 -0.4048 0.122
H 2.067138 -1.726680 7.007911 0.7105 0.6785 0.2719 0.121
H 1.176668 -2.648440 6.025431 -0.0817 -0.8036 -0.7299 0.113
H 0.601918 -0.950790 4.464401 -0.3890 0.0119 -0.0798 0.073
H 1.708438 0.301900 3.992201 0.6944 -0.1783 0.2129 0.056
H 1.212488 0.085470 5.706601 0.4175 0.1618 0.1859 0.091
C 1.680608 1.330470 -1.602319 -1.5861 1.2577 2.0003 -0.050
O 1.297878 0.732120 -0.310099 0.5491 -0.5227 -1.0474 -0.226
C 0.709428 1.612170 0.650561 -0.3362 -1.1872 0.0802 -0.190
C -0.463312 0.848880 1.444621 2.0518 0.9670 -0.7756 -0.178
O -1.637982 1.587620 1.335891 -1.3722 -0.2536 -1.9334 -0.145
C -2.173622 1.440960 -0.023309 -1.3859 1.8091 -0.0815 -0.132
C -3.499242 2.244840 -0.172259 -0.4777 -0.7387 1.0182 -0.189
O -3.525392 3.666960 -0.137909 0.4512 -0.7443 -0.2432 -0.185
C -3.317642 4.336790 -1.399409 0.5368 -0.1957 0.8899 -0.094
H 0.762798 1.783560 -1.977079 -0.2839 -0.2303 -0.5661 0.072
H 2.097318 0.647180 -2.342299 0.0673 -0.1339 0.6727 0.072
H 2.282208 2.213760 -1.387889 0.7377 -0.3680 -0.2646 0.084
H 0.305838 2.494830 0.154431 -0.2091 0.0408 0.0818 0.081
H 1.467898 1.944130 1.359531 0.1699 0.0768 0.0310 0.083
H -0.207332 0.756780 2.500131 -0.0868 0.2094 0.0602 0.095
H -0.534242 -0.160210 1.038641 -0.1765 -0.1381 -0.2103 0.119
H -2.477582 0.420100 -0.254699 0.3797 -0.2720 0.2494 0.110
H -1.565692 1.814460 -0.847329 1.0004 -0.2156 0.3813 0.117
H -4.074052 1.827940 0.654711 -0.2889 0.7534 0.6522 0.096
H -4.134732 1.893060 -0.984979 0.6213 -0.1379 -0.7765 0.116
H -3.507242 3.757770 -2.303229 -0.5298 -0.2488 0.4039 0.062
H -2.272022 4.630740 -1.490949 0.1833 0.2792 0.1878 0.083
H -3.957172 5.217610 -1.342279 0.1747 -0.0862 -0.3489 0.069
C 2.142668 -2.036270 1.403741 -0.4784 -0.3904 -1.1579 -0.119
O 3.225868 -2.783910 1.813301 2.1873 -1.9663 0.4303 -0.188
C 3.335278 -4.028490 1.075371 1.2067 -0.9784 0.9552 -0.156
C 4.490158 -4.835920 1.753331 0.2356 0.8293 0.2520 -0.156
O 4.706188 -6.207240 1.393571 -1.8623 0.8334 -0.6914 -0.115
C 5.876578 -6.686960 1.919911 2.4178 -0.0835 -1.1854 -0.228
C 7.178448 -6.189530 1.201241 -1.6388 0.6131 -1.9164 -0.161
O 7.009618 -6.168910 -0.272479 1.6485 0.6254 0.8315 -0.192
C 8.158248 -5.533170 -0.942129 -1.3853 0.5233 0.3486 -0.088
H 1.951278 -1.100790 1.929431 0.4599 -0.3246 0.5372 0.073
H 1.327518 -2.749720 1.524701 -0.9853 0.6783 -0.5261 0.096
H 2.384408 -1.759230 0.377631 -0.9488 0.1644 -0.4310 0.080
H 3.563138 -3.940890 0.013061 -0.2315 0.5984 -0.1474 0.123
H 2.491218 -4.706060 1.204031 -0.7347 0.4684 -0.1026 0.123
H 4.215558 -4.770370 2.806141 0.3536 -0.1304 0.3564 0.119
H 5.432248 -4.315060 1.582231 -0.0843 0.3546 0.1426 0.113
H 5.982488 -7.761780 1.772841 -0.9895 -0.1588 0.5796 0.126
H 6.036658 -6.318520 2.933191 -0.1733 -0.6050 0.5373 0.121
H 7.970988 -6.908850 1.407551 0.3521 0.5831 0.5009 0.122
H 7.252228 -5.146100 1.507691 1.1710 -0.0582 0.1267 0.102
H 9.156648 -5.738050 -0.555719 -0.0640 -1.2216 -0.1814 0.086
H 8.210198 -4.446450 -0.875399 -0.8497 0.5011 0.6335 0.050
H 7.977968 -5.642830 -2.011509 0.4527 -0.8190 0.0813 0.072
C 9.256798 -4.422440 -4.975039 -1.1178 1.3907 -0.4937 -0.065
O 8.594698 -3.178520 -5.279929 0.6305 0.6351 -0.7492 -0.216
C 7.601508 -2.722240 -4.389309 0.3007 -0.4845 -0.3064 -0.197
C 7.048308 -1.313990 -4.791109 1.2251 -0.8676 0.2158 -0.159
O 6.639868 -0.610680 -3.645859 -0.8003 0.3172 0.0505 -0.165
C 5.283298 -0.805780 -3.254079 0.2116 -0.2492 0.3735 -0.160
C 4.977298 0.008980 -1.996779 -0.2915 0.4980 -1.0556 -0.156
O 4.638038 1.368160 -2.321269 0.7438 -0.4853 -0.3880 -0.197
C 5.745898 2.242450 -2.402149 0.2162 0.6628 0.3584 -0.096
H 10.252688 -4.282520 -5.395419 0.1199 -0.3409 0.5021 0.090
H 8.750868 -5.217890 -5.522219 -0.0141 -0.2785 0.1936 0.084
H 9.188188 -4.571560 -3.897469 0.5376 -0.3227 0.0319 0.070
H 8.029068 -2.702470 -3.386859 -0.1153 0.2927 0.3227 0.095
H 6.841458 -3.503280 -4.408749 -0.6956 0.2002 0.3171 0.122
H 6.323408 -1.473500 -5.589339 -0.5958 0.3648 0.2284 0.111
H 7.815208 -0.655510 -5.198999 0.4087 -0.5351 -0.2282 0.131
H 5.141558 -1.863610 -3.032689 -0.1594 -0.2940 0.1417 0.126
H 4.619748 -0.546390 -4.079009 -0.1731 0.2194 -0.0789 0.117
H 5.830318 -0.063110 -1.322049 -0.1130 0.1583 0.2411 0.104
H 4.069158 -0.361550 -1.521289 0.1433 -0.3181 0.1105 0.116
H 6.665618 1.902510 -2.878219 -0.1866 -0.8156 -0.1059 0.084
H 6.009438 2.544640 -1.388579 0.1609 0.2138 0.0660 0.066
H 5.479678 3.130170 -2.975899 -0.4371 0.0140 0.1402 0.086
Cl -0.761502 3.730710 4.534941 -0.3490 0.1234 -0.4613 0.532
C -1.414592 4.704860 3.141871 1.1334 -0.4654 -0.2301 -0.590
C -0.318312 5.641100 2.642231 -1.0807 0.5557 0.1372 -0.662
Cl 0.974348 4.885970 1.671831 -0.1098 -0.0091 0.5632 0.586
H -2.270102 5.265060 3.519191 0.1037 -0.0661 -0.1114 0.072
H -1.672072 4.021370 2.332761 -0.3348 -0.1525 0.2907 0.050
H 0.041308 6.201930 3.504921 0.6073 -0.1142 -0.2724 0.067
H -0.782032 6.348860 1.955111 -0.0428 0.0438 0.0473 0.064
```
Forces are in eV/Å.

Calculated values
Calculated total energy = -198254.399 eV
HOMO = -8.729 eV
SMILES string = COP(=O)(OC)OC.COP(=O)(OC)OC.COP(=O)(OC)OC.COP(=O)(OC)OC.COCCOCCOC.COCCOCCOC.COCCOCCOC.COCCOCCOC.COCCOCCOC.COCCOCCOC.COCCOCCOC.ClCCCl
Relative energy (zero: lowest compared OMol25 entry of this formula, charge and spin) = 61.2 kcal/mol
Kohn-Sham gap = 9.03 eV